Here is C30H61BClN5O10P2ReSi as an isolated structure from the Open Molecules 2025 dataset. Energies are from ωB97M-V/def2-TZVPD.

Summary:
- ΔE to the lowest compared entry with this formula, charge and spin (kJ/mol) = 16.42
- ⟨S²⟩ = 3.78
- multiplicity = 4
- LUMO (alpha / beta) (eV) = 0.4 / -0.7

Atoms and positions in Å:
Re 1.094 0.335 -0.986
C -4.211 -2.485 -2.539
C -4.275 -0.997 -2.832
C -5.534 -0.349 -2.291
O -3.065 -0.347 -2.368
P -2.646 0.269 -1.008
O -1.263 0.783 -0.976
C -2.759 -0.975 0.314
P -1.425 -0.620 1.472
O -0.036 -0.518 0.924
O -1.539 -1.655 2.661
C -1.236 -3.080 2.620
C -2.478 -3.857 2.223
C -0.766 -3.443 4.011
O -1.938 0.705 2.147
C -1.640 1.225 3.477
C -0.189 1.004 3.866
C -2.625 0.656 4.479
O -3.721 1.314 -0.526
C -3.577 2.762 -0.701
C -4.624 3.233 -1.684
C -3.732 3.375 0.675
H -4.944 -3.006 -3.156
H -4.443 -2.692 -1.491
H -3.220 -2.874 -2.763
H -4.226 -0.843 -3.909
H -5.579 -0.419 -1.203
H -6.397 -0.868 -2.708
H -5.586 0.703 -2.567
H -2.616 -1.966 -0.110
H -3.699 -0.905 0.860
H -0.438 -3.245 1.897
H -3.316 -3.567 2.860
H -2.298 -4.924 2.351
H -2.754 -3.685 1.184
H -1.576 -3.294 4.728
H 0.082 -2.828 4.305
H -0.462 -4.490 4.039
H -1.824 2.295 3.364
H 0.027 -0.060 3.964
H -0.003 1.486 4.825
H 0.491 1.429 3.128
H -2.435 -0.403 4.646
H -3.646 0.779 4.117
H -2.525 1.188 5.425
H -2.584 2.955 -1.105
H -5.624 2.981 -1.321
H -4.450 2.776 -2.655
H -4.554 4.315 -1.798
H -4.733 3.186 1.069
H -3.580 4.453 0.615
H -3.001 2.951 1.365
B 2.877 3.377 -1.668
N 2.884 2.178 -2.660
C 3.415 2.242 -3.876
C 3.347 0.996 -4.479
C 2.725 0.195 -3.545
N 2.461 0.910 -2.436
N 1.569 3.369 -0.842
C 0.874 4.439 -0.494
C -0.121 4.071 0.404
C 0.028 2.709 0.536
N 1.064 2.279 -0.216
H 3.807 3.306 -0.911
H 2.904 4.392 -2.312
H 3.815 3.174 -4.238
H 3.678 0.718 -5.463
H 2.429 -0.833 -3.615
H 1.140 5.405 -0.890
H -0.855 4.702 0.874
H -0.563 2.012 1.092
C 4.165 -1.583 -1.313
Si 3.029 -0.981 0.069
C 4.161 0.096 1.209
C 5.140 -0.716 2.067
C 5.034 0.969 0.303
C 3.331 0.993 2.137
C 2.504 -2.630 0.954
C 3.670 -3.626 1.033
C 1.962 -2.400 2.371
C 1.407 -3.320 0.135
H 5.033 -2.080 -0.875
H 4.527 -0.764 -1.931
H 3.659 -2.296 -1.969
H 5.763 -1.372 1.457
H 4.655 -1.316 2.832
H 5.812 -0.018 2.580
H 5.746 0.363 -0.261
H 5.608 1.677 0.912
H 4.447 1.542 -0.405
H 2.690 0.403 2.798
H 2.696 1.675 1.572
H 3.994 1.598 2.766
H 4.524 -3.244 1.586
H 4.012 -3.925 0.042
H 3.321 -4.529 1.546
H 2.720 -2.024 3.053
H 1.607 -3.355 2.779
H 1.132 -1.693 2.370
H 1.730 -3.516 -0.889
H 0.502 -2.716 0.086
H 1.156 -4.286 0.593
O -0.790 -2.353 -1.346
N -0.036 -2.278 -2.276
O 0.930 -1.399 -2.153
Cl -0.395 -0.275 -5.370
C -0.679 1.488 -5.194
C -0.894 1.836 -3.710
O -2.034 2.189 -3.385
O 0.137 1.729 -2.996
H -1.562 1.735 -5.774
H 0.203 1.996 -5.577



Here is a 10-piece molecular cluster, C30H62BrClO10PS overall from the Open Molecules 2025 dataset. Energies are from ωB97M-V/def2-TZVPD.

Summary:
- LUMO (eV) = -4.8
- charge = +1

Atoms and positions in Å:
O 0.800 -2.196 4.072
P 2.124 -2.371 3.492
S 3.638 -1.235 4.562
Br 2.540 0.596 5.047
C 3.884 -2.045 6.173
C 4.632 -3.363 6.033
C 6.011 -3.223 5.380
Cl 6.743 -1.636 5.680
H 2.556 -3.712 3.487
H 2.145 -1.897 2.167
H 4.435 -1.343 6.780
H 2.915 -2.223 6.624
H 4.038 -4.088 5.485
H 4.744 -3.748 7.040
H 6.683 -3.957 5.801
H 5.978 -3.439 4.321
C -0.456 4.434 4.703
C 0.880 3.804 4.955
O 1.014 2.898 5.757
C 2.050 4.346 4.177
H -1.208 3.954 5.325
H -0.421 5.498 4.943
H -0.730 4.313 3.654
H 2.181 5.406 4.398
H 1.875 4.225 3.107
H 2.957 3.811 4.453
C -2.539 9.292 3.596
C -2.051 8.425 4.728
O -1.120 7.665 4.584
C -2.773 8.548 6.045
H -1.937 9.108 2.710
H -3.582 9.063 3.373
H -2.457 10.345 3.870
H -3.825 8.289 5.921
H -2.700 9.571 6.417
H -2.324 7.874 6.771
C -0.268 -1.017 -1.769
C 0.253 -1.839 -0.623
O 1.205 -2.579 -0.739
C -0.461 -1.710 0.698
H 0.333 -1.208 -2.655
H -1.304 -1.290 -1.980
H -0.207 0.045 -1.524
H -1.506 -2.005 0.597
H -0.406 -0.679 1.056
H 0.020 -2.365 1.421
C 0.201 -4.307 -4.481
C -0.898 -3.465 -5.082
O -1.942 -3.280 -4.494
C -0.641 -2.866 -6.436
H -0.119 -4.674 -3.508
H 0.417 -5.157 -5.130
H 1.105 -3.709 -4.356
H -0.459 -3.652 -7.168
H 0.225 -2.206 -6.395
H -1.509 -2.287 -6.743
C 5.811 2.893 2.127
C 5.661 1.464 2.575
O 4.656 0.824 2.340
C 6.805 0.850 3.342
H 4.916 3.204 1.593
H 5.955 3.543 2.992
H 6.671 2.988 1.464
H 6.975 1.410 4.264
H 7.717 0.853 2.744
H 6.544 -0.171 3.589
C -3.052 0.948 -4.698
C -2.855 0.895 -6.194
O -1.759 0.752 -6.681
C -4.090 1.025 -7.051
H -2.089 0.841 -4.204
H -3.498 1.901 -4.412
H -3.707 0.135 -4.379
H -4.579 1.982 -6.862
H -4.789 0.218 -6.825
H -3.811 0.969 -8.100
C -3.728 -0.079 3.131
C -4.606 -1.145 2.518
O -5.368 -0.890 1.618
C -4.481 -2.541 3.079
H -3.917 0.871 2.638
H -3.945 0.025 4.195
H -2.676 -0.343 3.003
H -4.733 -2.542 4.140
H -3.458 -2.905 2.956
H -5.160 -3.205 2.551
C -5.855 -3.125 -5.361
C -6.899 -2.627 -4.392
O -8.061 -2.937 -4.496
C -6.422 -1.719 -3.282
H -6.325 -3.763 -6.105
H -5.379 -2.282 -5.865
H -5.093 -3.698 -4.829
H -5.970 -0.819 -3.704
H -5.683 -2.235 -2.668
H -7.265 -1.433 -2.659
C 3.515 -1.989 -7.713
C 3.151 -3.368 -7.219
O 2.128 -3.911 -7.564
C 4.121 -4.038 -6.276
H 2.737 -1.625 -8.379
H 3.613 -1.303 -6.870
H 4.461 -2.024 -8.255
H 4.243 -3.436 -5.374
H 5.091 -4.157 -6.760
H 3.740 -5.018 -6.000



Here is a 8-piece molecular cluster, C30H62N2O17S3 overall from the Open Molecules 2025 dataset. Energies are from ωB97M-V/def2-TZVPD.

Summary:
- SMILES = O=S1(=O)CCCC1.O=S1(=O)CCCC1.O=S1(=O)CCCC1.CCOC(=O)OC.CCOC(=O)OC.CCOC(=O)OC.CNC(C)=O.CNC(C)=O
- ΔE to the lowest compared entry with this formula, charge and spin (kJ/mol) = 700.13
- LUMO (eV) = 0.3

Atoms and positions in Å:
C -3.667 -4.583 -4.091
C -4.530 -5.775 -4.523
O -4.206 -6.955 -4.228
N -5.471 -5.435 -5.407
C -6.431 -6.395 -6.031
H -3.796 -3.660 -4.657
H -2.642 -4.912 -4.260
H -3.979 -4.286 -3.090
H -5.769 -4.474 -5.493
H -6.490 -6.380 -7.119
H -7.457 -6.216 -5.709
H -6.334 -7.464 -5.841
C 8.740 0.780 -0.374
C 10.190 1.277 -0.663
O 10.686 2.036 0.185
N 10.720 0.963 -1.805
C 11.945 1.480 -2.193
H 8.682 -0.151 0.191
H 8.323 0.686 -1.377
H 8.159 1.504 0.197
H 10.174 0.521 -2.530
H 12.633 2.040 -1.559
H 11.654 2.155 -2.998
H 12.503 0.676 -2.673
C 0.125 -13.047 1.469
C 1.106 -12.421 0.515
O 2.357 -13.058 0.899
C 3.531 -12.350 1.172
O 3.609 -11.144 1.113
O 4.549 -13.303 1.389
C 4.390 -14.694 1.407
H 0.230 -14.108 1.241
H -0.953 -12.903 1.394
H 0.307 -12.704 2.487
H 0.883 -11.417 0.877
H 0.687 -12.518 -0.486
H 5.191 -15.140 1.995
H 4.413 -15.057 0.380
H 3.566 -15.248 1.858
C 0.442 -3.943 2.336
C 1.491 -2.799 2.378
O 1.687 -2.328 1.056
C 1.033 -1.316 0.535
O 0.227 -0.511 1.083
O 1.401 -1.312 -0.765
C 0.937 -0.231 -1.542
H -0.539 -3.509 2.141
H 0.300 -4.381 3.324
H 0.674 -4.779 1.675
H 2.390 -3.282 2.761
H 1.021 -2.099 3.069
H -0.034 0.109 -1.181
H 0.829 -0.470 -2.600
H 1.707 0.540 -1.555
C -1.236 7.925 7.743
C -1.086 6.507 7.245
O -0.103 6.405 6.217
C -0.387 6.461 4.986
O -1.532 6.673 4.535
O 0.793 6.499 4.182
C 0.637 6.501 2.726
H -1.944 8.147 8.541
H -1.492 8.601 6.927
H -0.282 8.312 8.099
H -2.014 6.030 6.927
H -0.630 6.014 8.103
H 0.525 5.474 2.380
H 1.626 6.790 2.369
H 0.036 7.317 2.323
C 1.465 -0.164 11.697
C 0.543 -1.111 12.415
C 0.184 -0.457 13.801
S 1.798 0.275 14.367
O 2.316 -0.703 15.284
O 1.607 1.647 14.789
C 2.605 0.111 12.748
H 1.043 0.774 11.338
H 1.790 -0.626 10.765
H 1.026 -2.080 12.543
H -0.241 -1.664 11.899
H -0.482 -0.989 14.481
H -0.408 0.435 13.595
H 3.133 -0.818 12.962
H 3.379 0.879 12.751
C -5.233 2.049 -8.388
C -6.582 2.779 -8.767
C -6.961 2.414 -10.229
S -5.850 0.978 -10.734
O -5.460 1.120 -12.151
O -6.516 -0.160 -10.104
C -4.503 1.539 -9.659
H -5.501 1.264 -7.681
H -4.615 2.644 -7.716
H -6.481 3.850 -8.588
H -7.161 2.425 -7.914
H -6.586 3.155 -10.934
H -8.029 2.295 -10.413
H -4.003 2.322 -10.230
H -3.904 0.649 -9.463
C -3.035 11.394 -5.848
C -3.653 10.265 -6.692
C -2.410 9.429 -7.150
S -1.241 9.328 -5.709
O 0.093 9.533 -6.237
O -1.689 8.086 -5.077
C -1.955 10.872 -4.782
H -3.768 11.862 -5.192
H -2.523 12.171 -6.416
H -4.400 10.578 -7.422
H -4.159 9.658 -5.941
H -1.882 9.939 -7.956
H -2.501 8.362 -7.352
H -1.104 11.520 -4.575
H -2.245 10.508 -3.797



Here is a 7-piece molecular cluster, C30H63BN3O20 overall from the Open Molecules 2025 dataset. Energies are from ωB97M-V/def2-TZVPD.

Summary:
- LUMO (eV) = -5.4
- charge = +1

Atoms and positions in Å:
C -0.867 2.547 -4.684
C 0.339 1.704 -5.408
O 1.576 2.464 -5.648
B 1.983 3.263 -4.475
O 2.310 4.698 -4.700
C 2.047 2.680 -2.939
C 3.111 3.516 -1.956
C 2.697 3.134 -0.421
N 2.440 1.676 -0.148
C 2.489 0.801 -1.372
N 2.518 -0.581 -1.143
N 2.454 1.228 -2.819
H -0.851 2.418 -3.499
H -1.897 2.046 -5.021
H -0.949 3.675 -5.017
H -0.040 1.280 -6.456
H 0.585 0.772 -4.738
H 1.810 5.214 -3.975
H 0.993 2.789 -2.390
H 4.237 3.228 -2.213
H 2.930 4.680 -2.122
H 1.675 3.707 -0.195
H 3.463 3.567 0.386
H 1.469 1.535 0.260
H 3.383 -1.164 -1.186
H 1.576 -1.053 -0.998
H 3.425 1.119 -3.242
C 9.022 -2.954 1.523
C 7.691 -3.685 1.535
O 6.701 -2.923 2.236
C 6.141 -1.903 1.538
O 6.401 -1.595 0.385
O 5.261 -1.269 2.351
C 4.659 -0.117 1.763
H 9.323 -2.684 2.541
H 9.802 -3.576 1.075
H 8.957 -2.021 0.954
H 7.802 -4.633 2.071
H 7.353 -3.926 0.520
H 4.209 -0.354 0.793
H 5.403 0.679 1.660
H 3.868 0.231 2.432
C -1.774 -0.147 4.465
C -2.552 -0.238 3.164
O -3.373 0.922 2.981
C -2.732 2.028 2.526
O -1.543 2.110 2.259
O -3.636 3.035 2.445
C -3.073 4.286 2.056
H -2.450 0.044 5.305
H -1.224 -1.073 4.654
H -1.058 0.680 4.440
H -3.226 -1.101 3.203
H -1.888 -0.387 2.305
H -2.494 4.192 1.132
H -2.449 4.680 2.864
H -3.893 4.987 1.878
C -0.007 -7.595 -1.178
C 0.832 -7.399 0.072
O 2.076 -6.764 -0.246
C 2.020 -5.420 -0.425
O 1.022 -4.725 -0.330
O 3.263 -4.987 -0.753
C 3.327 -3.594 -1.051
H 0.565 -8.122 -1.948
H -0.912 -8.166 -0.952
H -0.306 -6.633 -1.608
H 1.076 -8.377 0.502
H 0.290 -6.835 0.840
H 2.893 -2.993 -0.245
H 2.819 -3.393 -1.999
H 4.380 -3.318 -1.157
C -9.462 5.989 6.082
C -8.549 5.032 6.829
O -8.252 3.884 6.025
C -7.298 4.063 5.077
O -6.681 5.095 4.864
O -7.166 2.902 4.388
C -6.248 2.978 3.300
H -10.355 5.469 5.723
H -9.768 6.817 6.729
H -8.962 6.407 5.202
H -9.060 4.668 7.726
H -7.628 5.527 7.161
H -5.276 3.363 3.625
H -6.665 3.603 2.505
H -6.102 1.968 2.907
C -10.592 0.802 -2.299
C -9.559 1.903 -2.134
O -9.791 2.639 -0.927
C -9.352 2.049 0.213
O -8.782 0.973 0.291
O -9.680 2.852 1.256
C -9.347 2.306 2.531
H -11.605 1.210 -2.228
H -10.476 0.303 -3.266
H -10.497 0.049 -1.511
H -9.651 2.614 -2.962
H -8.537 1.507 -2.161
H -8.296 2.005 2.573
H -10.002 1.458 2.754
H -9.513 3.080 3.285
C 7.741 -5.438 -5.343
C 9.094 -5.495 -4.655
O 9.558 -4.178 -4.338
C 9.012 -3.614 -3.230
O 8.185 -4.130 -2.495
O 9.527 -2.367 -3.095
C 8.971 -1.629 -2.009
H 7.778 -4.770 -6.210
H 7.431 -6.433 -5.673
H 6.972 -5.044 -4.672
H 9.829 -5.936 -5.336
H 9.065 -6.127 -3.759
H 9.033 -2.191 -1.072
H 7.933 -1.363 -2.233
H 9.548 -0.707 -1.895



Number 1: maximum force 1.1 eV/A. Number 2: maximum force 1.7 eV/A. Number 3: maximum force 5.9 eV/A. Number 4: maximum force 5.6 eV/A.